85
Properties=species:S:1:pos:R:3 method="wB97M-V/def2-TZVPD" e_lumo_ev="3.8 / 3.8" total_energy_ev=-205720.22031 homo_ha="-0.0590 / -0.1107" e_above_lowest_kj_mol=12.2 total_charge=-2 homo_lumo_gap_ev="5.45 / 6.86" multiplicity=4
V 0.70 0.65 -0.23
O 2.71 4.58 0.88
S 1.94 3.81 -0.07
O 2.30 4.00 -1.45
O 1.84 2.39 0.34
C 0.27 4.46 0.10
C 0.13 5.75 -0.39
C -1.07 6.42 -0.28
C -2.15 5.79 0.30
C -2.02 4.50 0.78
C -0.81 3.81 0.72
P -0.69 2.09 1.37
C 0.13 2.29 3.00
C 0.84 3.41 3.39
C 1.50 3.43 4.61
C 1.48 2.33 5.45
C 0.78 1.19 5.05
C 0.11 1.18 3.84
C -2.41 1.74 1.91
C -3.17 0.86 1.15
C -4.46 0.53 1.54
C -5.01 1.09 2.68
C -4.26 1.97 3.45
C -2.96 2.29 3.07
H 0.98 6.22 -0.87
H -1.17 7.43 -0.68
H -3.11 6.29 0.36
H -2.89 4.01 1.21
H 0.91 4.29 2.76
H 2.06 4.32 4.89
H 2.02 2.34 6.39
H 0.78 0.30 5.67
H -0.41 0.27 3.55
H -2.74 0.43 0.25
H -5.03 -0.17 0.94
H -6.01 0.82 2.99
H -4.68 2.40 4.35
H -2.37 2.97 3.67
C 1.72 -7.44 -1.13
C 0.99 -6.12 -1.12
C -0.21 -5.96 -1.82
C -0.89 -4.75 -1.81
C -0.37 -3.67 -1.11
C 0.82 -3.81 -0.41
C 1.48 -5.03 -0.41
S -1.29 -2.12 -1.11
O -2.61 -2.55 -0.67
O -1.21 -1.64 -2.48
N -0.57 -1.15 -0.13
C -0.62 -1.56 1.28
C 0.72 -1.30 1.98
O 0.96 -1.92 3.03
O 1.46 -0.40 1.45
H 1.11 -8.23 -1.56
H 2.00 -7.74 -0.12
H 2.64 -7.37 -1.71
H -0.62 -6.80 -2.38
H -1.83 -4.64 -2.33
H 1.24 -2.97 0.13
H 2.40 -5.14 0.16
H -0.88 -2.61 1.42
H -1.38 -0.99 1.82
C 1.02 -0.65 -4.16
N 1.80 -1.73 -3.57
C 1.80 -3.05 -3.96
C 2.69 -3.69 -3.18
N 3.22 -2.75 -2.32
C 4.18 -2.99 -1.27
C 2.67 -1.54 -2.56
Se 3.04 0.04 -1.68
H 0.30 -1.09 -4.85
H 1.68 0.04 -4.67
H 0.49 -0.12 -3.37
H 1.12 -3.41 -4.70
H 2.93 -4.74 -3.10
H 4.39 -4.06 -1.23
H 3.78 -2.66 -0.31
H 5.10 -2.43 -1.47
Cl -1.90 4.52 -3.37
C -1.42 2.81 -3.57
Cl 0.03 2.71 -4.59
C -1.30 2.13 -2.18
O -2.38 2.03 -1.60
O -0.16 1.72 -1.84
H -2.23 2.34 -4.12